Entry 1:
Below is C39H37N7O7S3Sn as an isolated structure, with properties calculated with ωB97M-V/def2-TZVPD.

Last column: natural (NBO) charge in e.
Geometry (Å):
1 Sn -0.09603 0.24974 -0.17899  1.508
2 S -0.78808 2.97283 0.83697  2.415
3 S 3.89526 -3.77777 0.79452  0.561
4 S 2.85746 -2.83042 -1.76951  0.538
5 O 1.10254 -6.83004 -1.69965  -0.745
6 O -1.59885 1.70671 0.71596  -1.096
7 O 0.53923 2.60424 0.25154  -1.074
8 O 2.53378 3.28723 2.27315  -0.635
9 O 1.97667 0.54595 1.76654  -0.573
10 O 1.62217 -5.28207 4.16552  -0.728
11 O -0.70155 3.50777 2.15832  -0.916
12 N -0.39855 -1.55637 1.66044  -0.534
13 N -1.02287 0.93971 -4.03922  -0.575
14 N -0.61106 -2.35326 -0.93444  -0.480
15 N 2.98620 -1.32536 0.39959  -0.149
16 N 0.77479 1.10752 -2.53574  -0.543
17 N -1.94766 0.26829 -1.95922  -0.587
18 N 3.80696 -0.70305 1.06310  -0.094
19 C 3.74676 2.79334 2.45614  0.499
20 C -1.43205 5.50740 0.17924  -0.145
21 C -3.06216 0.01351 -1.23628  0.075
22 C 4.15231 1.47053 2.12479  -0.321
23 C -0.25309 -3.28039 -0.03403  0.132
24 C -0.13469 -4.61738 -0.37963  -0.196
25 C -0.81628 -4.06278 -2.59110  -0.240
26 C -4.49426 0.66762 -3.00000  -0.113
27 C 1.08863 -4.10954 4.75241  -0.096
28 C 0.55220 -3.21964 3.66633  0.045
29 C 3.18382 0.51798 1.68427  0.627
30 C 0.45668 -3.66303 2.35478  -0.273
31 C -2.11031 0.70945 -3.20453  0.398
32 C -2.07723 3.81972 -1.42503  -0.187
33 C 4.68543 3.67203 3.00974  -0.300
34 C -0.90392 -2.74302 -2.17158  0.069
35 C 3.59940 -5.06064 -0.45606  -0.543
36 C 2.96983 1.66562 -3.32891  -0.281
37 C 5.51899 1.10465 2.30953  -0.122
38 C -1.93070 6.48307 -0.66563  -0.206
39 C -0.32627 -1.13462 2.92438  0.072
40 C -0.40338 -5.02114 -1.68142  0.017
41 C 3.27462 -2.53818 -0.15686  -0.123
42 C -0.23211 -6.46592 -2.05853  -0.095
43 C -4.33926 0.18993 -1.69923  -0.262
44 C -1.50921 4.17608 -0.21030  -0.380
45 C 3.75148 -4.41226 -1.81655  -0.532
46 C -3.38010 0.92471 -3.75895  -0.279
47 C 0.32675 1.13720 -3.77918  0.393
48 C 5.98412 3.27524 3.19222  -0.097
49 C 0.12411 -1.93187 3.95770  -0.231
50 C 1.16736 1.38680 -4.87531  -0.272
51 C -2.57237 4.81049 -2.25530  -0.170
52 C -2.50508 6.15351 -1.89109  0.016
53 C 2.07218 1.39391 -2.32742  0.064
54 C 2.49429 1.64676 -4.64284  -0.122
55 C -3.04703 7.23221 -2.78780  -0.638
56 C 6.41559 1.98344 2.83663  -0.259
57 C -0.04540 -2.81505 1.37739  0.243
58 H -3.86160 7.76742 -2.29787  0.237
59 H -1.28335 1.13553 -4.99147  0.410
60 H -1.19627 -1.96049 -2.86119  0.211
61 H -1.87714 7.52285 -0.36627  0.228
62 H -3.42558 6.82246 -3.72265  0.218
63 H 0.27286 -4.34254 5.44450  0.203
64 H -5.18769 -0.03059 -1.06879  0.246
65 H -5.48045 0.84047 -3.41051  0.242
66 H -3.47187 1.29610 -4.77157  0.230
67 H 1.24162 -7.75429 -1.93452  0.493
68 H -0.40965 -6.60199 -3.12672  0.189
69 H 2.37725 1.43083 -1.28532  0.202
70 H 6.69486 3.97534 3.61254  0.235
71 H 0.15300 -1.54210 4.96728  0.241
72 H 1.91223 -5.87670 4.86414  0.493
73 H -2.14422 2.77800 -1.70461  0.213
74 H -3.02969 4.53896 -3.19973  0.206
75 H 1.91474 2.72158 1.77584  0.530
76 H 0.76679 1.38774 -5.88111  0.229
77 H 0.77420 -4.66936 2.12915  0.240
78 H 4.33693 -5.84778 -0.30251  0.276
79 H 3.31367 -5.02148 -2.60604  0.280
80 H 4.34961 4.66679 3.26829  0.248
81 H -2.27434 7.96521 -3.02241  0.234
82 H 5.83321 0.10230 2.05842  0.228
83 H 7.44514 1.69265 2.98693  0.236
84 H -0.95834 -7.07367 -1.51060  0.199
85 H -0.63121 -0.11008 3.10654  0.227
86 H 3.99937 1.90010 -3.10107  0.239
87 H 3.15831 1.84933 -5.47280  0.239
88 H -1.07235 -4.32887 -3.60857  0.237
89 H 1.85169 -3.56268 5.31494  0.192
90 H 2.60216 -5.46904 -0.29981  0.274
91 H -2.90052 -0.34632 -0.22630  0.210
92 H 4.79211 -4.19319 -2.05368  0.252
93 H 0.14244 -5.36303 0.35270  0.226
94 H -0.99350 5.76526 1.13342  0.249

Properties
E   -104131.189 eV
Charge   +2
E_LUMO   -7.3 eV
HOMO-LUMO gap   5.469 eV

***

Entry 2:
Below is a 2-piece molecular cluster, C39H39N3O2 overall at a distorted geometry, with properties calculated with ωB97M-V/def2-TZVPD.

Last column: Mulliken charge in e.
Geometry (Å):
1 O 2.16016 -1.49672 -3.43900  -0.644
2 O 2.74460 2.63500 -1.13355  -0.651
3 N -2.90568 -1.32298 -1.12386  0.499
4 N -2.47834 -1.71963 0.98891  0.721
5 N 3.62927 1.85850 4.39316  0.218
6 C 2.57543 3.17882 -5.55489  -0.475
7 C 2.66590 3.21461 -4.16027  -0.398
8 C 1.85536 1.32924 1.16993  -0.384
9 C -1.67493 -2.48208 4.53306  -0.868
10 C -0.55977 -1.10650 6.33838  -1.371
11 C -1.07918 -0.95938 -4.24904  -0.992
12 C 2.53455 2.02284 -3.45498  -0.437
13 C -0.61372 -2.09741 -2.02342  -2.156
14 C -2.01124 -0.29594 -5.04210  0.938
15 C 2.11010 -0.37365 -0.63363  -0.733
16 C -3.64358 -0.31399 -3.22027  1.149
17 C 2.87390 1.64506 5.61622  -0.837
18 C -0.80459 -0.31280 3.97983  -0.859
19 C -3.28018 0.01674 -4.53498  -0.935
20 C -2.70480 -1.02113 -2.47130  0.153
21 C -4.96900 0.15172 -2.69908  -1.898
22 C 2.50881 1.78040 -1.98160  0.661
23 C -1.68933 0.07877 -6.45849  -1.420
24 C -1.89435 -1.63441 2.28869  0.482
25 C 2.22797 -0.29804 -3.15162  -0.865
26 C -1.30934 0.77969 1.78578  -1.104
27 C 3.83355 0.09548 2.69414  -0.515
28 C 2.37787 0.80692 -4.12918  0.598
29 C 2.40861 1.95277 -6.23434  -0.485
30 C -1.29466 -0.42366 2.67533  1.287
31 C -1.41269 -1.37964 -2.93753  0.792
32 C 2.19855 0.33073 -1.80282  1.237
33 C 4.48700 3.03095 4.43395  -1.014
34 C -1.91381 -1.40597 -0.21982  -1.702
35 C 2.21563 1.88029 2.38539  -0.564
36 C -2.13240 -2.65857 3.22222  0.503
37 C -4.11201 -1.70933 -0.51766  -0.739
38 C -1.00409 -1.31964 4.92293  0.393
39 C 3.43842 -0.46168 1.49204  -0.594
40 C 2.33928 0.75021 -5.52277  -0.432
41 C -3.84582 -1.95664 0.77323  -0.678
42 C -2.84128 -3.93222 2.87042  -1.755
43 C 2.46443 0.15876 0.67112  0.398
44 C 3.23242 1.28962 3.16925  -0.393
45 H 4.62994 -0.34928 3.29379  0.417
46 H 1.11786 1.83831 0.55522  0.906
47 H 2.32926 1.93960 -7.32237  0.415
48 H -5.37260 0.88379 -3.41177  0.380
49 H -1.17066 -0.34484 6.84063  0.314
50 H -0.73317 0.61047 -6.52978  0.200
51 H -3.93173 -3.82746 2.77814  0.328
52 H 0.47767 -0.75458 6.37846  0.240
53 H -4.89442 0.64510 -1.71983  0.389
54 H 2.01883 -1.45501 -0.72733  0.597
55 H 5.16400 2.95051 5.29685  0.327
56 H 2.29461 0.71398 5.54920  0.118
57 H 1.74824 2.80933 2.73053  0.402
58 H -2.67111 -4.64388 3.68771  0.440
59 H 5.07292 3.09524 3.50899  0.311
60 H -5.70830 -0.65967 -2.62976  0.348
61 H -1.02899 -2.99810 -1.52084  0.358
62 H 3.57391 1.58526 6.46236  0.362
63 H -4.50627 -2.22726 1.57737  0.579
64 H -2.48302 0.72529 -6.84603  0.329
65 H -2.45940 -4.37939 1.94473  0.334
66 H -0.29715 0.60396 4.27274  0.388
67 H -0.60969 1.52684 2.18589  0.360
68 H -0.93314 -0.91748 -0.29267  1.337
69 H -1.62781 -0.81196 -7.09715  0.319
70 H 3.93762 -1.35126 1.10825  0.483
71 H 3.89691 3.95460 4.54887  0.318
72 H -0.63273 -2.02955 6.91914  0.356
73 H -3.99068 0.55706 -5.16582  0.221
74 H 2.62792 4.10275 -6.12758  0.401
75 H -0.08342 -1.16900 -4.62853  0.661
76 H -5.02034 -1.79336 -1.08909  0.457
77 H -1.86072 -3.27055 5.26619  0.319
78 H -0.98755 0.56061 0.76009  -0.101
79 H 2.18427 2.48397 5.80923  0.298
80 H 2.24580 -0.21912 -6.01700  0.458
81 H 0.47161 -2.08364 -2.17214  0.553
82 H 2.81467 4.14206 -3.61434  0.498
83 H -2.31018 1.25156 1.72991  0.445

Properties
ΔE to the lowest compared entry with this formula, charge and spin   1.465 eV
E   -49637.246 eV
E_LUMO   -0.8 eV
HOMO-LUMO gap   4.104 eV

***

Entry 3:
Below is C39H39N3O2 as an isolated structure at a distorted geometry, with properties calculated with ωB97M-V/def2-TZVPD.

Last column: Mulliken charge in e.
Geometry (Å):
1 O 1.81204 -2.91014 0.93774  -0.808
2 O 1.30955 -1.84643 5.48358  -0.852
3 N 1.03538 0.80833 4.19177  0.584
4 N -4.85699 -4.80797 4.40409  0.085
5 N -1.07097 1.16000 3.39078  0.690
6 C -1.49165 -3.31479 4.55246  -0.291
7 C -3.15945 0.75575 2.18746  0.738
8 C -1.43446 -2.63710 3.32758  0.556
9 C 4.03074 -3.40574 5.15901  -0.311
10 C -2.61596 -4.04821 4.90831  -0.999
11 C -0.79062 2.04060 4.44364  -1.352
12 C -4.24295 -0.42472 4.49169  -0.621
13 C 2.32992 0.32424 2.39038  -0.221
14 C -5.04455 -0.24476 3.36167  0.841
15 C 0.46207 1.84022 4.90240  -0.107
16 C 2.34949 0.66978 3.73938  0.071
17 C 3.51672 -0.09096 1.80477  -0.723
18 C -4.48572 0.32448 2.21277  -0.985
19 C 1.04528 -2.47528 3.18880  0.365
20 C 2.99173 -3.17005 4.26612  -0.346
21 C 3.48500 0.70425 4.54118  0.990
22 C 0.10424 0.31711 3.20366  0.869
23 C 0.91804 0.42273 1.88561  -0.952
24 C 4.28093 -4.10625 2.42766  -0.660
25 C -6.05245 -4.80457 3.58506  -0.857
26 C -2.51607 -2.75176 2.44099  -0.878
27 C 4.67063 0.29506 3.91998  -0.804
28 C -2.38369 0.58508 3.34058  -0.333
29 C -4.90787 -5.58415 5.62625  -0.976
30 C 3.11642 -3.52066 2.91379  0.364
31 C 5.96103 -0.64845 1.99148  -1.437
32 C 5.18485 -4.04076 4.68907  -0.567
33 C -2.58367 1.43024 0.98064  -1.537
34 C 1.69516 -2.44358 4.45981  0.969
35 C 1.92810 -3.00248 2.16587  -0.020
36 C -3.73178 -4.12599 4.03880  1.142
37 C 3.39153 1.08923 5.97813  -1.886
38 C -6.46932 -0.70844 3.38160  -1.521
39 C 4.69161 -0.11938 2.58035  0.911
40 C -3.65437 -3.45869 2.78916  -0.559
41 C -0.23574 -1.77712 2.94821  -0.206
42 C -2.90099 -0.05246 4.48933  1.651
43 C 5.31025 -4.39001 3.33036  -0.497
44 C -2.05215 -0.37372 5.68372  -2.030
45 H 0.67503 -0.33264 1.13410  0.509
46 H 6.03494 -0.38828 0.92921  0.372
47 H -4.82809 -4.94473 6.51829  0.320
48 H -0.64865 -3.26304 5.24296  0.401
49 H -5.86636 -6.11157 5.65251  0.256
50 H 3.09994 2.14117 6.09974  0.353
51 H -6.55441 -1.76496 3.08530  0.148
52 H 4.35068 -4.33994 1.36620  0.466
53 H 6.01100 -1.74428 2.06946  0.160
54 H -4.50022 -3.48343 2.10168  0.223
55 H 5.99987 -4.26850 5.37692  0.406
56 H -3.21850 1.21884 0.11246  0.439
57 H -5.10136 0.44276 1.31792  0.384
58 H 4.36891 0.95333 6.45063  0.412
59 H 2.66222 0.45867 6.50429  0.375
60 H 6.21901 -4.88328 2.98026  0.392
61 H -2.64456 -4.54746 5.87719  0.439
62 H -5.82091 -5.05905 2.54150  0.320
63 H -4.09495 -6.32406 5.66082  0.334
64 H -6.89165 -0.61364 4.38975  0.390
65 H -4.66666 -0.88514 5.38730  0.352
66 H 5.58984 0.26336 4.50760  0.341
67 H -6.73912 -5.55704 3.98697  0.293
68 H -6.55974 -3.82513 3.59937  0.201
69 H -2.54251 2.52251 1.10424  0.329
70 H -7.07836 -0.11858 2.68652  0.414
71 H -2.46421 -2.27082 1.46178  0.330
72 H -0.32178 -1.61348 1.87375  0.994
73 H -1.95060 0.48402 6.36446  0.459
74 H 0.69715 1.40902 1.43704  0.547
75 H -1.03922 -0.72220 5.42436  0.463
76 H -1.56891 1.07827 0.75369  0.125
77 H -0.22212 -0.78256 3.61524  -2.007
78 H 3.90877 -3.09808 6.19666  0.474
79 H 3.53305 -0.42308 0.76594  0.319
80 H 6.82771 -0.23824 2.52262  0.409
81 H -1.53208 2.73702 4.80618  0.532
82 H -2.52398 -1.18746 6.25039  0.394
83 H 0.99154 2.36616 5.68318  0.442

Properties
ΔE to the lowest compared entry with this formula, charge and spin   0.000 eV
E   -49638.710 eV
E_LUMO   -0.2 eV
HOMO-LUMO gap   6.545 eV

***

Question: Which value of HOMO-LUMO gap does entry 3 give?
Answer: 6.545 eV

***

Question: What is the E_LUMO in the third record?
Answer: -0.2 eV

***

Question: Among the records above, which one has the lowest E?
Answer: C39H37N7O7S3Sn